Computed, not measured: a structure of composition C25H51InN5O2SSi2 at a distorted geometry, with wB97M-V/def2-TZVPD.

As for the energy above the lowest of the compared OMol25 structures with the same formula, charge and spin: 86.5 kJ/mol. The calculation puts the HOMO energy at -11.03 eV. As for the net charge: +1. For the gap between HOMO and LUMO, the calculation gives 8.76 eV. The calculation puts the LUMO energy at -2.27 eV.

Element x y z (Å)
1 In 0.66998 -0.06202 -0.02328
2 C 4.03705 0.73906 0.60323
3 C 3.52994 -0.26436 1.64556
4 N 2.15436 0.01520 2.03392
5 C 1.93208 1.03767 3.03861
6 C 1.96709 2.47259 2.50254
7 S 1.07984 2.72521 0.92329
8 C 2.43337 3.23067 -0.18933
9 C 2.91103 2.11631 -1.11996
10 N 3.04075 0.84411 -0.44597
11 H 5.00533 0.39021 0.22150
12 H 4.19518 1.71521 1.06193
13 H 4.21021 -0.27954 2.50818
14 H 3.52100 -1.25155 1.17785
15 H 1.75721 -0.86446 2.34766
16 H 2.66006 0.97306 3.86379
17 H 0.93422 0.87622 3.45238
18 H 2.98545 2.82978 2.37025
19 H 1.47215 3.12065 3.22708
20 H 3.23422 3.62332 0.43588
21 H 2.03679 4.05301 -0.78411
22 H 3.85089 2.44915 -1.58717
23 H 2.15575 1.97602 -1.89950
24 H 3.19738 0.11303 -1.13151
25 O 1.26689 -3.96014 -0.84651
26 C 0.73560 -3.04000 -0.25790
27 O 1.33960 -2.11918 0.39094
28 C -0.78089 -2.95246 -0.25312
29 C -1.55870 -4.08729 -0.45058
30 C -2.93604 -3.95673 -0.42264
31 C -3.48028 -2.69940 -0.19848
32 C -2.62241 -1.63019 -0.01061
33 N -1.30496 -1.75423 -0.03984
34 H -1.07457 -5.03743 -0.61134
35 H -3.57217 -4.81677 -0.56828
36 H -4.54669 -2.54662 -0.16752
37 H -2.99401 -0.63220 0.17670
38 C -2.70246 -1.80895 3.94312
39 C -1.96510 -0.55740 4.42935
40 N -2.34075 0.65380 3.71508
41 C -3.31856 1.49972 4.37932
42 C -4.74666 0.96466 4.27237
43 C -1.79836 0.94394 2.51248
44 C -2.22847 2.19751 1.81626
45 N -0.92102 0.20880 1.91742
46 H -2.29552 -2.68605 4.43779
47 H -2.59759 -1.93089 2.86700
48 H -3.76144 -1.75356 4.17607
49 H -0.88091 -0.70493 4.33395
50 H -2.17702 -0.39458 5.48949
51 H -3.27589 2.50401 3.96474
52 H -3.03676 1.57549 5.43456
53 H -4.98505 0.69597 3.24612
54 H -5.44924 1.72531 4.60293
55 H -4.87869 0.08458 4.89440
56 H -1.99719 3.08349 2.40086
57 H -3.29770 2.17464 1.62255
58 H -1.69939 2.26433 0.87331
59 H -0.72220 -0.67540 2.37374
60 C 3.44828 -1.84169 -2.39788
61 Si 2.08105 -0.92247 -3.36851
62 C 2.92726 0.48381 -4.35755
63 C 1.38320 -2.21543 -4.58557
64 C 0.53728 -0.37619 -2.34074
65 Si -0.79795 0.72839 -3.16980
66 C -1.65566 1.77254 -1.82239
67 C -0.14183 1.94704 -4.48140
68 C -2.04400 -0.50435 -3.93176
69 H 3.77203 -2.68834 -2.99774
70 H 3.08184 -2.25629 -1.46366
71 H 4.33928 -1.24883 -2.20209
72 H 3.94049 0.18450 -4.60607
73 H 2.98747 1.43558 -3.84481
74 H 2.41195 0.65305 -5.29486
75 H 2.12552 -2.45325 -5.34211
76 H 0.48454 -1.88884 -5.09822
77 H 1.15389 -3.13375 -4.05196
78 H 0.03022 -1.32242 -2.15704
79 H -0.97591 2.51154 -1.40349
80 H -1.98581 1.11985 -1.01945
81 H -2.51764 2.30333 -2.21374
82 H 0.68621 2.54768 -4.11872
83 H -0.93580 2.62614 -4.77923
84 H 0.18693 1.42203 -5.37106
85 H -2.39270 -1.20570 -3.17841
86 H -1.58708 -1.08570 -4.72627
87 H -2.90976 -0.00267 -4.35197

Atoms 1-3, force components in eV/Å:
0.15 -0.19 -0.31
0.03 -0.20 0.37
0.45 0.08 -0.29